Here is a cluster of 2 separate species, C3H8NO in total at a distorted geometry from the OMol25 dataset. Energies are from the ωB97M-V functional and the def2-TZVPD basis.

```
13
Properties=species:S:1:pos:R:3:forces:R:3
C 0.4183 -0.2307 1.3674 -1.1 -1.6 -0.2
C 0.3482 -0.7134 2.6153 0.7 0.2 -1.2
C -0.6472 -0.5882 -0.7851 0.5 -0.3 0.5
N -0.4093 -1.0002 0.4046 -1.3 2.6 1.1
H 0.8479 0.6324 0.8830 0.9 -0.2 0.3
H -0.5046 -1.3364 2.8374 0.3 -0.7 0.2
H 1.1584 -0.6522 3.3281 -0.4 0.9 0.4
H -1.3302 -1.1294 -1.4296 0.0 0.2 0.0
H -0.1072 0.3083 -1.0574 0.0 0.0 -0.8
H -1.0992 -1.5670 0.8937 0.4 -0.9 -0.5
H 0.0987 2.7278 -3.4220 0.5 -0.6 0.4
H 1.0670 1.5925 -2.8080 -0.6 0.9 -0.6
O 0.1592 1.9565 -2.8276 0.3 -0.3 0.3
```
Positions in Å, forces in eV/Å.

Results
Charge: +1
Electronic energy, eV: -6769.37012
HOMO, eV: -15.02
Energy above the lowest of the compared OMol25 structures with the same formula, charge and spin, kcal/mol: 41.50